Computed, not measured: C41H67N2O4SeSi2TeW as an isolated structure, with ωB97M-V with the def2-TZVPD basis set.

E_LUMO (spin up / spin down) = -3.181 / -4.784 eV
electronic energy = -5328.4220 hartree
ΔE to the lowest compared entry with this formula, charge and spin = 44.43 kcal per mole
HOMO-LUMO gap (spin up / spin down) = 0.2696 / 0.2093 hartree

The geometry in ORCA input format:
```
! RIJCOSX wB97M-V def2-TZVPD def2/J DEFGRID3
* xyz 1 3
W -0.285 0.377 -0.685
C 4.443 -1.560 3.966
C 2.994 -1.893 3.590
C 2.081 -1.400 4.712
C 2.826 -3.415 3.464
C 2.641 -1.254 2.252
C 1.541 -0.437 2.086
C 1.269 0.071 0.814
Se -0.689 1.744 1.403
C -1.773 0.192 1.197
C -1.924 -0.752 2.236
C -2.849 -1.751 2.105
C -3.619 -1.791 0.919
C -3.499 -0.934 -0.151
C -2.534 0.095 -0.004
O -2.172 0.961 -0.965
C -4.411 -1.134 -1.367
C -4.175 -2.544 -1.928
C -4.199 -0.128 -2.504
C -5.869 -1.010 -0.901
C -3.076 -2.821 3.165
C -2.160 -2.619 4.371
C -4.535 -2.776 3.635
C -2.770 -4.195 2.550
C 2.085 -0.250 -0.270
O 1.581 0.228 -1.438
C 3.162 -1.143 -0.168
C 3.419 -1.577 1.121
C 3.949 -1.585 -1.394
C 3.010 -2.288 -2.390
C 5.058 -2.567 -1.019
C 4.586 -0.358 -2.060
H 4.692 -2.015 4.925
H 5.154 -1.937 3.230
H 4.588 -0.482 4.054
H 2.391 -1.849 5.656
H 2.129 -0.316 4.829
H 1.041 -1.686 4.541
H 3.004 -3.891 4.430
H 1.819 -3.666 3.128
H 3.535 -3.838 2.751
H 0.896 -0.199 2.918
H -1.312 -0.658 3.119
H -4.357 -2.579 0.843
H -3.124 -2.691 -2.187
H -4.456 -3.323 -1.219
H -4.770 -2.686 -2.832
H -3.189 -0.167 -2.909
H -4.902 -0.370 -3.303
H -4.395 0.894 -2.183
H -6.120 -1.738 -0.130
H -6.065 -0.013 -0.503
H -6.541 -1.175 -1.745
H -2.320 -1.650 4.848
H -2.367 -3.389 5.115
H -1.109 -2.705 4.089
H -4.781 -1.805 4.066
H -5.235 -2.973 2.821
H -4.701 -3.537 4.398
H -1.754 -4.224 2.157
H -2.870 -4.968 3.313
H -3.463 -4.440 1.743
H 4.258 -2.243 1.273
H 2.542 -3.162 -1.928
H 2.234 -1.613 -2.748
H 3.585 -2.633 -3.252
H 4.663 -3.460 -0.532
H 5.576 -2.884 -1.924
H 5.798 -2.112 -0.358
H 3.829 0.350 -2.396
H 5.253 0.154 -1.363
H 5.175 -0.663 -2.926
C 4.274 3.578 -2.519
Si 3.091 4.651 -1.548
C 3.950 5.530 -0.140
C 2.270 5.883 -2.696
C 1.799 3.509 -0.760
Te 0.364 2.700 -2.093
C -0.985 4.348 -2.093
Si -1.998 5.108 -0.677
C -2.646 6.702 -1.412
C -0.917 5.555 0.790
C -3.440 4.019 -0.205
H 5.001 4.186 -3.059
H 3.740 2.974 -3.258
H 4.823 2.895 -1.870
H 4.787 6.127 -0.503
H 4.344 4.818 0.588
H 3.267 6.201 0.384
H 3.043 6.465 -3.201
H 1.620 6.587 -2.173
H 1.688 5.391 -3.479
H 1.228 3.992 0.034
H 2.307 2.641 -0.327
H -1.690 4.107 -2.894
H -0.332 5.124 -2.499
H -1.826 7.380 -1.660
H -3.294 7.219 -0.703
H -3.222 6.530 -2.322
H -0.016 6.085 0.474
H -0.615 4.714 1.415
H -1.482 6.239 1.427
H -4.164 3.979 -1.023
H -3.955 4.411 0.673
H -3.131 2.997 0.003
C -0.712 -2.726 -4.374
N -0.530 -2.843 -2.931
C -0.402 -4.059 -2.277
C -0.233 -4.138 -0.947
C -0.159 -2.929 -0.124
O 0.018 -2.924 1.076
N -0.314 -1.754 -0.854
C -0.502 -1.730 -2.179
O -0.642 -0.560 -2.660
H -0.607 -3.715 -4.810
H 0.045 -2.062 -4.787
H -1.701 -2.329 -4.600
H -0.447 -4.929 -2.916
H -0.131 -5.090 -0.451
*
```

---

Computed, not measured: C41H68N11O as an isolated structure, with ωB97M-V with the def2-TZVPD basis set.

E_LUMO = -2.458 eV
electronic energy = -2280.2925 hartree
HOMO-LUMO gap = 0.3082 hartree

The geometry in ORCA input format:
```
! RIJCOSX wB97M-V def2-TZVPD def2/J DEFGRID3
* xyz 1 1
N 1.479 -2.099 3.294
C 0.493 -1.667 4.295
C -0.942 -1.546 3.778
C -1.561 -2.885 3.361
C -3.100 -2.758 3.189
C -3.649 -3.170 1.804
C -4.255 -2.018 1.074
C -4.624 -0.850 1.555
N -5.074 -0.103 0.494
C -5.491 1.272 0.757
C -4.458 2.333 0.284
C -3.144 1.748 -0.202
O -2.678 2.187 -1.234
N -2.475 0.742 0.516
C -1.026 0.793 0.433
C -0.431 -0.350 0.121
C 0.908 -0.445 0.038
C 1.619 0.653 0.304
C 1.026 1.807 0.606
C -0.309 1.897 0.682
C -5.029 -0.800 -0.605
N -5.441 -0.383 -1.857
N -4.538 -1.971 -0.263
H 1.492 -3.113 3.298
H 1.152 -1.832 2.374
H 0.795 -0.662 4.590
H 0.557 -2.272 5.194
H -0.934 -0.840 2.946
H -1.545 -1.179 4.607
H -1.085 -3.293 2.472
H -1.355 -3.590 4.163
H -3.341 -1.740 3.462
H -3.521 -3.458 3.901
H -2.805 -3.478 1.191
H -4.369 -3.974 1.904
H -4.542 -0.525 2.568
H -5.611 1.358 1.834
H -6.451 1.505 0.304
H -4.243 2.985 1.129
H -4.893 2.974 -0.467
H -2.702 0.886 1.498
H -1.027 -1.228 -0.070
H 1.393 -1.370 -0.212
H 2.691 0.566 0.267
H 1.638 2.665 0.822
H -0.829 2.803 0.942
H -5.988 0.462 -1.728
H -4.608 -0.069 -2.354
H -4.412 -2.703 -0.943
C 5.889 2.582 2.615
C 6.321 1.131 2.801
C 5.328 0.118 2.215
C 4.016 0.255 2.852
N 2.950 0.370 3.278
H 4.950 2.788 3.134
H 6.641 3.257 3.024
H 5.759 2.818 1.562
H 6.450 0.938 3.868
H 7.290 0.981 2.326
H 5.690 -0.898 2.372
H 5.204 0.271 1.147
C 6.009 -5.020 2.438
C 5.700 -3.913 3.440
C 5.090 -2.668 2.786
C 6.019 -2.101 1.806
N 6.760 -1.653 1.041
H 6.751 -4.701 1.706
H 6.411 -5.895 2.948
H 5.108 -5.327 1.901
H 6.617 -3.640 3.964
H 5.003 -4.293 4.190
H 4.872 -1.914 3.540
H 4.155 -2.919 2.284
C 4.324 -0.837 -2.660
C 3.806 0.593 -2.779
C 4.917 1.647 -2.738
C 5.645 1.583 -1.466
N 6.172 1.542 -0.438
H 4.824 -1.008 -1.705
H 3.499 -1.546 -2.725
H 5.030 -1.066 -3.460
H 3.094 0.781 -1.970
H 3.262 0.697 -3.713
H 4.484 2.642 -2.840
H 5.624 1.500 -3.556
C -10.079 2.932 3.953
C -9.769 2.104 2.711
C -8.973 0.831 3.025
C -7.684 1.166 3.639
N -6.679 1.430 4.127
H -9.168 3.288 4.435
H -10.669 3.808 3.688
H -10.646 2.350 4.680
H -9.212 2.720 2.000
H -10.704 1.822 2.225
H -8.787 0.264 2.112
H -9.530 0.191 3.711
C 5.382 2.556 -7.428
C 4.642 1.256 -7.723
C 3.118 1.399 -7.625
C 2.726 1.806 -6.274
N 2.423 2.126 -5.208
H 5.201 2.897 -6.407
H 6.457 2.415 -7.539
H 5.073 3.348 -8.113
H 4.982 0.485 -7.029
H 4.898 0.918 -8.728
H 2.632 0.451 -7.855
H 2.757 2.145 -8.333
C -2.313 1.455 -5.016
C -2.471 0.382 -3.944
C -1.128 -0.162 -3.444
C -0.376 -0.776 -4.542
N 0.217 -1.253 -5.404
H -1.825 1.059 -5.907
H -3.288 1.834 -5.321
H -1.723 2.295 -4.646
H -3.073 -0.437 -4.342
H -3.018 0.801 -3.095
H -1.288 -0.913 -2.670
H -0.527 0.642 -3.015
*
```

---

Computed, not measured: C41H70F3MgO18S as an isolated structure, with ωB97M-V with the def2-TZVPD basis set.

E_LUMO = -8.673 eV
electronic energy = -3855.8792 hartree
HOMO-LUMO gap = 0.0644 hartree

The geometry in ORCA input format:
```
! RIJCOSX wB97M-V def2-TZVPD def2/J DEFGRID3
* xyz 1 1
Mg 1.242 0.658 -5.270
C 0.580 0.644 1.125
F 0.936 -0.628 1.123
F -0.222 0.750 2.181
F 1.697 1.379 1.268
S -0.510 1.137 -0.457
O -0.995 2.473 -0.170
O 0.420 1.040 -1.575
O -1.548 0.134 -0.605
C 3.111 -3.048 6.291
C 3.294 -2.283 7.556
C 4.822 -2.410 7.722
O 5.338 -2.237 6.416
C 4.291 -2.488 5.448
H 2.185 -2.813 5.766
H 3.197 -4.117 6.486
H 2.769 -2.738 8.396
H 3.039 -1.240 7.368
H 5.151 -3.395 8.055
H 5.179 -1.711 8.478
H 4.621 -3.244 4.735
H 3.939 -1.575 4.968
C 0.360 -7.122 -1.396
C 1.700 -7.399 -0.792
C 1.921 -6.327 0.236
O 0.620 -5.743 0.463
C -0.128 -5.840 -0.739
H -0.312 -7.958 -1.204
H 0.447 -7.005 -2.476
H 2.467 -7.449 -1.565
H 1.723 -8.381 -0.320
H 2.540 -5.503 -0.119
H 2.396 -6.670 1.155
H 0.169 -4.991 -1.355
H -1.203 -5.707 -0.612
C -5.026 -3.767 4.381
C -4.126 -2.672 3.780
C -4.596 -1.464 4.639
O -6.010 -1.695 4.752
C -6.389 -3.031 4.547
H -4.698 -4.242 5.306
H -4.956 -4.644 3.737
H -4.334 -2.461 2.731
H -3.058 -2.884 3.844
H -4.493 -0.474 4.195
H -4.125 -1.439 5.622
H -6.930 -3.227 3.621
H -6.975 -3.405 5.387
C -7.578 -2.789 -1.553
C -8.776 -3.666 -1.564
C -8.916 -3.908 -3.076
O -8.410 -2.721 -3.685
C -7.704 -1.900 -2.784
H -6.683 -3.393 -1.704
H -7.445 -2.247 -0.617
H -9.676 -3.126 -1.270
H -8.728 -4.555 -0.936
H -9.948 -3.981 -3.418
H -8.339 -4.783 -3.375
H -8.287 -1.014 -2.533
H -6.721 -1.654 -3.187
C -0.189 8.049 2.311
C -0.797 9.258 2.939
C -0.836 8.910 4.441
O 0.423 8.298 4.578
C 0.804 7.623 3.396
H 0.221 8.272 1.326
H -0.979 7.311 2.168
H -1.758 9.523 2.500
H -0.181 10.158 2.934
H -1.633 8.249 4.781
H -1.026 9.791 5.053
H 0.784 6.536 3.469
H 1.774 8.030 3.110
O 4.403 -1.814 -3.429
C 5.184 -2.623 -2.900
O 5.220 -3.910 -3.195
C 6.368 -4.590 -2.729
C 6.900 -3.576 -1.697
C 6.196 -2.297 -1.871
H 7.059 -4.962 -3.486
H 6.229 -5.514 -2.168
H 7.983 -3.478 -1.769
H 6.620 -3.895 -0.693
H 6.870 -1.518 -2.226
H 5.672 -1.838 -1.033
O -1.349 -2.509 -5.998
C -2.196 -3.254 -6.537
O -2.534 -4.453 -6.083
C -3.548 -5.092 -6.794
C -4.144 -4.026 -7.715
C -2.970 -3.066 -7.835
H -4.270 -5.497 -6.085
H -3.279 -5.930 -7.438
H -5.043 -3.614 -7.257
H -4.347 -4.429 -8.707
H -3.329 -2.049 -7.989
H -2.341 -3.431 -8.647
O 3.737 4.012 -4.041
C 4.363 4.769 -3.317
O 5.293 4.258 -2.452
C 5.774 5.317 -1.684
C 4.835 6.537 -1.852
C 4.304 6.287 -3.220
H 6.743 5.639 -2.068
H 5.798 5.036 -0.631
H 5.387 7.477 -1.875
H 4.108 6.711 -1.059
H 4.838 6.773 -4.038
H 3.249 6.537 -3.327
O 6.591 6.154 4.247
C 6.581 5.047 4.797
O 7.323 4.019 4.318
C 7.015 2.806 4.996
C 5.816 3.145 5.888
C 5.809 4.646 6.048
H 7.883 2.537 5.597
H 6.792 2.053 4.239
H 5.794 2.520 6.780
H 4.918 2.917 5.313
H 6.365 4.928 6.942
H 4.770 4.978 6.037
O -2.425 2.981 -5.743
C -3.570 3.450 -5.725
O -4.455 2.980 -6.619
C -5.739 3.613 -6.512
C -5.542 4.744 -5.477
C -4.196 4.493 -4.838
H -6.473 2.891 -6.155
H -6.099 4.106 -7.415
H -6.353 4.788 -4.749
H -5.581 5.734 -5.932
H -4.314 4.017 -3.865
H -3.604 5.404 -4.750
*
```